One molecule with the formula C5H11NO2 in a non-equilibrium geometry, computed with ωB97M-V with the def2-TZVPD basis set.

```
19
Properties=species:S:1:pos:R:3:forces:R:3
C -1.671503 -1.509402 0.031428 0.6 0.7 0.3
N -1.072971 -0.568960 1.008947 -0.4 -0.3 -0.3
C -0.007038 0.297960 0.509726 0.2 -0.8 -0.2
C 1.069489 -0.486342 -0.313510 -0.7 -0.2 1.1
C 2.489295 -0.116602 -0.131780 1.5 1.2 -1.5
O 3.368952 -0.573353 -0.832259 -0.4 -0.1 0.6
C -0.642594 1.378799 -0.387255 -1.5 0.0 0.9
O -0.002386 2.607620 -0.470084 1.5 1.3 -0.3
H -1.340541 -2.542106 0.163307 -0.2 0.0 0.2
H -1.346491 -1.233599 -0.967126 -0.2 0.1 -0.2
H -2.746321 -1.413916 0.102301 -0.3 -0.3 -0.2
H -0.824084 -1.073540 1.842632 0.3 0.1 0.1
H 0.424004 0.771763 1.396040 0.1 0.1 -0.1
H 0.739051 -0.412455 -1.342098 0.6 -0.2 -0.4
H 1.143861 -1.556552 -0.054564 -0.7 0.1 0.0
H 2.783870 0.694624 0.569412 -0.4 -0.3 0.3
H -1.678829 1.554170 -0.032324 0.3 -0.4 -0.1
H -0.713184 0.995646 -1.410543 0.0 0.2 0.1
H 0.027419 3.186245 0.317750 -0.4 -1.1 -0.4
```
Forces are in eV/Å.

Total charge: 0
SMILES: CN[C@H](CO)CC=O
Relative energy (zero: lowest compared OMol25 entry of this formula, charge and spin), eV: 2.345
Electronic energy, hartree: -402.29195
LUMO energy, eV: 0.79
Multiplicity: 1
Max |F|, eV/Å: 2.4

***

One molecule with the formula C5H11NO2 in a non-equilibrium geometry, computed with ωB97M-V with the def2-TZVPD basis set.

```
19
Properties=species:S:1:pos:R:3:forces:R:3
C 0.248039 -1.383085 -1.120842 1.1 -0.2 0.3
C 1.590815 -1.593432 -1.858743 -0.3 -0.9 -0.8
O 1.605973 -0.857799 -3.064012 0.3 0.1 0.1
C 0.073716 0.018298 -0.572252 -0.4 -0.1 -0.6
N -0.346717 0.157811 0.709814 -0.4 0.3 0.0
C -0.963084 1.412358 1.145829 0.2 -0.2 0.3
C -1.009529 1.452152 2.695010 -1.3 1.2 -0.3
O 0.184870 0.975421 -1.327789 0.4 0.1 0.1
H -0.537886 -1.439140 -1.881572 0.0 -0.6 0.3
H 0.195133 -2.125131 -0.317338 -0.5 0.0 -0.2
H 2.473882 -1.476421 -1.238365 0.1 0.9 0.4
H 1.762498 -2.648489 -2.173767 -0.8 0.4 0.2
H 1.273691 0.028819 -2.868624 0.0 0.1 0.1
H -0.722887 -0.648922 1.182806 0.3 -0.2 -0.2
H -0.474229 2.233135 0.615685 0.3 -0.1 0.5
H -1.997121 1.473237 0.799864 0.0 -0.2 -0.2
H -2.082231 1.480153 2.933586 0.2 0.1 0.2
H -0.665168 0.563041 3.199108 0.7 -0.2 -0.1
H -0.609764 2.377995 3.141603 0.2 -0.6 -0.2
```
Forces are in eV/Å.

Total charge: 0
SMILES: CCNC(=O)CCO
Relative energy (zero: lowest compared OMol25 entry of this formula, charge and spin), eV: 0.851
Electronic energy, hartree: -402.34685
LUMO energy, eV: 0.78
Multiplicity: 1
Max |F|, eV/Å: 1.8